1.
{"formula": "C10H20Br10", "method": "wB97M-V/def2-TZVPD", "de_lowest_kcal_mol": 0.3, "total_charge": 0, "smiles": "BrCCBr.BrCCBr.BrCCBr.BrCCBr.BrCCBr", "total_energy_ev": -711120.2925, "species": ["Br", "C", "C", "Br", "H", "H", "H", "H", "Br", "C", "C", "Br", "H", "H", "H", "H", "Br", "C", "C", "Br", "H", "H", "H", "H", "Br", "C", "C", "Br", "H", "H", "H", "H", "Br", "C", "C", "Br", "H", "H", "H", "H"], "coordinates": [[9.03, 12.64, 17.67], [7.76, 13.02, 19.09], [7.97, 14.41, 19.58], [6.57, 14.77, 20.90], [7.94, 12.27, 19.85], [6.77, 12.89, 18.67], [7.83, 15.14, 18.80], [8.91, 14.53, 20.11], [5.72, 13.28, 15.57], [5.76, 11.37, 15.96], [6.83, 10.72, 15.10], [7.13, 8.92, 15.70], [4.75, 11.03, 15.76], [5.96, 11.28, 17.03], [7.76, 11.29, 15.19], [6.53, 10.70, 14.07], [5.05, 10.60, 19.30], [4.24, 8.96, 18.60], [3.58, 8.22, 19.75], [2.59, 6.71, 19.03], [5.01, 8.38, 18.11], [3.50, 9.29, 17.88], [2.87, 8.84, 20.29], [4.29, 7.80, 20.46], [5.95, 17.75, 17.82], [4.51, 16.70, 18.61], [4.51, 15.37, 17.96], [3.45, 14.14, 19.02], [3.61, 17.26, 18.43], [4.72, 16.65, 19.67], [5.49, 14.94, 17.86], [4.02, 15.44, 16.99], [3.97, 11.32, 12.69], [4.07, 10.59, 10.88], [5.17, 11.28, 10.15], [5.36, 10.45, 8.40], [3.10, 10.79, 10.45], [4.25, 9.52, 10.94], [6.12, 11.14, 10.67], [5.02, 12.35, 10.05]], "nbo_charge": [-0.02, -0.45, -0.44, -0.02, 0.23, 0.23, 0.23, 0.23, -0.03, -0.45, -0.47, 0.00, 0.23, 0.24, 0.24, 0.23, -0.02, -0.44, -0.44, -0.01, 0.24, 0.23, 0.23, 0.23, -0.02, -0.44, -0.46, -0.01, 0.23, 0.24, 0.23, 0.23, -0.03, -0.43, -0.45, 0.00, 0.23, 0.23, 0.23, 0.23]}

---

2.
{"formula": "C10H20Br2ClNiO4S2", "method": "wB97M-V/def2-TZVPD", "de_lowest_kcal_mol": 0.0, "total_charge": 1, "spin_multiplicity": 3, "total_energy_ev": -234198.3977, "species": ["Ni", "Cl", "C", "C", "C", "S", "O", "O", "C", "H", "H", "H", "H", "H", "H", "H", "H", "C", "C", "C", "S", "O", "O", "C", "H", "H", "H", "H", "H", "H", "H", "H", "Br", "C", "C", "Br", "H", "H", "H", "H"], "coordinates": [[-1.12, 1.65, -0.93], [1.06, 1.34, -0.33], [0.24, -1.86, -4.98], [1.29, -2.45, -4.05], [1.19, -1.67, -2.75], [-0.63, -1.44, -2.51], [-0.85, -0.02, -2.27], [-1.15, -2.44, -1.60], [-1.09, -1.89, -4.22], [0.11, -2.40, -5.91], [0.44, -0.80, -5.17], [2.27, -2.26, -4.48], [1.17, -3.51, -3.83], [1.54, -0.65, -2.80], [1.56, -2.13, -1.84], [-1.82, -1.15, -4.54], [-1.52, -2.89, -4.16], [-0.67, 0.30, 3.31], [-0.27, -1.15, 3.07], [-0.70, -1.50, 1.65], [-2.25, -0.63, 1.37], [-3.34, -1.56, 1.47], [-2.09, 0.23, 0.18], [-2.11, 0.46, 2.80], [0.02, 0.99, 2.82], [-0.70, 0.61, 4.36], [-0.71, -1.82, 3.81], [0.81, -1.19, 3.18], [-0.80, -2.55, 1.38], [0.01, -1.05, 0.95], [-2.78, 0.03, 3.55], [-2.46, 1.42, 2.43], [0.86, 5.95, 1.79], [1.46, 4.08, 1.90], [2.39, 3.92, 3.08], [2.91, 2.04, 3.23], [1.96, 3.84, 0.98], [0.59, 3.45, 2.09], [1.88, 4.22, 3.99], [3.29, 4.51, 2.97]], "nbo_charge": [1.53, -0.65, -0.40, -0.42, -0.62, 2.13, -1.06, -0.91, -0.63, 0.25, 0.22, 0.25, 0.23, 0.25, 0.26, 0.25, 0.26, -0.42, -0.41, -0.66, 2.16, -0.86, -1.09, -0.65, 0.23, 0.25, 0.23, 0.25, 0.28, 0.25, 0.26, 0.25, -0.01, -0.43, -0.44, -0.01, 0.23, 0.21, 0.23, 0.24]}

---

3.
{"formula": "C10H20BrF3N3O10S3", "method": "wB97M-V/def2-TZVPD", "total_charge": -1, "total_energy_ev": -146341.3358, "species": ["C", "C", "O", "C", "N", "C", "C", "O", "C", "Br", "O", "S", "O", "O", "O", "C", "N", "C", "C", "C", "F", "H", "H", "H", "H", "H", "H", "H", "H", "H", "H", "H", "H", "H", "H", "H", "H", "H", "H", "H", "H", "N", "S", "O", "O", "F", "S", "O", "O", "F"], "coordinates": [[2.40, -2.81, 3.35], [2.61, -3.32, 1.92], [3.53, -4.43, 1.90], [3.09, -2.24, 0.95], [2.27, -2.28, -0.26], [2.41, -1.10, -1.11], [1.48, 0.02, -0.73], [0.08, -0.31, -0.75], [-0.54, -0.99, 0.23], [-1.07, -2.74, -0.63], [0.10, -1.13, 1.47], [-0.16, 0.24, 2.30], [-0.25, -0.05, 3.68], [0.78, 1.24, 1.93], [-1.56, 0.67, 1.63], [-1.89, -0.33, 0.63], [-2.61, -1.34, 1.44], [-2.67, 0.26, -0.51], [-4.15, 0.54, -0.26], [-4.65, 1.73, -1.07], [-4.43, 0.77, 1.09], [1.38, -2.48, 3.50], [2.59, -3.62, 4.05], [3.08, -1.99, 3.59], [1.65, -3.69, 1.57], [3.03, -5.22, 2.04], [4.13, -2.44, 0.69], [2.94, -1.27, 1.41], [2.43, -3.13, -0.79], [3.42, -0.69, -0.99], [2.32, -1.35, -2.17], [1.54, 0.80, -1.49], [1.81, 0.48, 0.20], [-2.89, -0.90, 2.30], [-3.46, -1.63, 0.98], [-2.20, 1.20, -0.80], [-2.60, -0.38, -1.38], [-4.75, -0.33, -0.56], [-5.60, 1.51, -1.55], [-4.85, 2.54, -0.36], [-3.91, 2.09, -1.78], [0.11, 4.52, -2.15], [1.36, 5.25, -2.81], [1.17, 5.68, -4.16], [2.63, 4.72, -2.45], [1.26, 6.60, -1.97], [-0.23, 3.11, -2.75], [-1.52, 2.67, -2.34], [0.83, 2.15, -2.74], [-0.44, 3.41, -4.30]], "nbo_charge": [-0.63, 0.08, -0.74, -0.24, -0.64, -0.24, -0.12, -0.54, 0.56, -0.03, -0.70, 2.54, -0.90, -0.91, -0.67, 0.35, -0.86, -0.51, 0.22, -0.65, -0.38, 0.23, 0.21, 0.21, 0.18, 0.46, 0.19, 0.20, 0.36, 0.18, 0.20, 0.27, 0.20, 0.38, 0.37, 0.28, 0.25, 0.15, 0.20, 0.23, 0.25, -1.22, 2.51, -0.93, -0.93, -0.50, 2.53, -0.97, -0.96, -0.51]}